No. 1
Here is a single C4H6O2 molecule from the OMol25 dataset. Energies are from the ωB97M-V functional and the def2-TZVPD basis.

Structure (ORCA input):
```
! wB97M-V def2-TZVPD RIJCOSX def2/J DEFGRID3
* xyz 0 1
C 1.45671 0.28059 -0.72120
C 0.42311 0.71361 0.29387
O 0.29746 1.87123 0.62479
C -0.52176 -0.34582 0.87458
C -1.67451 -0.55261 -0.08995
O -1.75032 -1.48226 -0.85496
H 1.00579 -0.31773 -1.52108
H 2.23173 -0.33603 -0.25071
H 1.91949 1.17705 -1.13922
H -0.02677 -1.30781 1.03781
H -0.90952 0.06134 1.81321
H -2.45140 0.23844 -0.06716
*
```

Structure (SMILES): CC(=O)CC=O
E (eV): -8339.694

---

No. 2
Here is a single C4H6O2S molecule in a non-equilibrium geometry from the OMol25 dataset. Energies are from the ωB97M-V functional and the def2-TZVPD basis.

Structure (ORCA input):
```
! wB97M-V def2-TZVPD RIJCOSX def2/J DEFGRID3
* xyz 0 1
C -2.19828 -1.38916 0.50079
S -0.27069 -0.88016 -0.05221
O 0.69732 -1.88309 -0.49907
C 0.49944 0.18707 1.15386
C 1.07198 1.20463 0.46556
C 0.68490 1.24373 -0.99516
O -0.37224 0.26896 -1.19110
H -2.58474 -1.59090 -0.48846
H -1.99001 -2.41152 0.78031
H 0.66820 0.20602 2.19537
H 1.77725 1.85189 0.88735
H 0.48081 2.29325 -1.33145
H 1.53607 0.89929 -1.42578
*
```

Structure (SMILES): C=[S@]1(=O)C=CCO1
E (eV): -19169.749

---

No. 3
Here is a single C4H6O2S molecule in a non-equilibrium geometry from the OMol25 dataset. Energies are from the ωB97M-V functional and the def2-TZVPD basis.

Structure (ORCA input):
```
! wB97M-V def2-TZVPD RIJCOSX def2/J DEFGRID3
* xyz 0 1
C -1.21998 1.49976 -0.06833
C -0.90819 0.21149 -0.11311
C -1.92798 -0.84615 -0.01784
O -3.27956 -0.34699 0.06899
O 0.35938 -0.36958 -0.23069
C 1.44858 0.33398 0.12492
S 2.98006 -0.23175 0.04482
H -2.27773 1.69936 -0.05711
H -0.48017 2.31513 -0.18491
H -1.94424 -1.35827 -0.95683
H -1.66766 -1.60460 0.73350
H -3.47392 -0.15440 1.00545
H 1.16964 1.34888 0.48255
*
```

Structure (SMILES): C=C(CO)OC=S
E (eV): -19173.596

---

No. 4
Here is a single C4H6O2S molecule in a non-equilibrium geometry from the OMol25 dataset. Energies are from the ωB97M-V functional and the def2-TZVPD basis.

Structure (ORCA input):
```
! wB97M-V def2-TZVPD RIJCOSX def2/J DEFGRID3
* xyz 0 1
C 0.02883 0.23847 -2.49906
C 0.15699 1.16398 -1.63271
O 0.42625 0.85583 -0.29786
C 0.19325 -0.27011 0.42085
S 1.30126 -0.82387 1.62488
O -0.95503 -0.76940 0.33090
C -1.94780 0.32039 0.36483
H -0.38647 0.32206 -3.48117
H -0.12215 -0.79564 -2.04247
H -0.12617 2.33098 -1.78713
H -2.03034 0.88946 -0.75776
H -2.77143 -0.29506 0.74801
H -1.74104 1.32237 1.13469
*
```

Structure (SMILES): C=COC(=S)OC
E (eV): -19171.256

---

Result set for E_HOMO: -10.0; -8.3; -9.1; -8.6 eV, one per record in the order listed.
Result set for LUMO energy: 0.5; 0.4; 0.0; 0.3 eV, one per record in the order listed.